No. 1
57
Properties=species:S:1:pos:R:3:lowdin_charge:R:1 method="wB97M-V/def2-TZVPD" e_above_lowest_kj_mol=0.0 total_charge=+1
C 0.152 -1.563 3.466 0.08
C 0.378 -2.087 2.417 -0.14
Si 0.757 -2.663 0.711 0.46
C 1.909 -4.118 0.906 -0.19
C 2.211 -4.585 2.123 -0.04
O 1.548 -1.533 -0.248 -0.23
Si 0.905 -0.036 -0.564 0.61
C 0.708 1.049 0.990 -0.18
O 0.284 2.413 0.678 -0.10
C -0.638 2.887 1.571 -0.29
C -0.502 2.748 2.940 -0.01
C -1.462 3.203 3.826 -0.05
C -2.602 3.824 3.346 -0.07
C -2.728 4.002 1.979 -0.07
C -1.763 3.543 1.096 -0.03
C -0.867 -0.100 -1.277 -0.33
C -1.209 1.259 -1.872 -0.10
F -1.794 -0.299 -0.231 -0.06
C 2.056 0.708 -1.867 -0.37
C 1.555 0.452 -3.322 -0.08
C 2.427 2.186 -1.631 -0.26
C 3.780 2.524 -2.306 -0.08
C -0.750 -3.359 -0.128 -0.24
C -1.952 -3.514 0.552 -0.07
C -3.023 -4.077 -0.114 -0.05
C -2.845 -4.467 -1.430 -0.14
N -1.720 -4.317 -2.128 0.08
C -0.707 -3.775 -1.453 -0.17
H 0.065 -1.043 4.388 0.04
H 2.315 -4.567 0.003 0.07
H 2.250 -3.902 2.962 0.04
H 2.396 -5.637 2.310 0.06
H -0.128 0.616 1.540 0.07
H 1.589 1.027 1.631 0.11
H 0.375 2.269 3.355 0.12
H -1.336 3.075 4.890 0.12
H -3.386 4.170 4.001 0.11
H -3.603 4.495 1.580 0.11
H -1.945 3.732 0.047 0.06
H -1.023 -0.897 -2.001 0.12
H -1.858 1.807 -1.172 0.03
H -0.309 1.849 -2.133 0.07
H -1.783 1.147 -2.822 0.12
H 2.988 0.148 -1.796 0.10
H 2.389 0.166 -3.957 0.08
H 0.825 -0.353 -3.389 0.07
H 1.151 1.380 -3.724 0.07
H 1.673 2.885 -1.989 0.10
H 2.605 2.303 -0.564 0.09
H 4.406 3.130 -1.656 0.07
H 3.633 3.100 -3.217 0.07
H 4.345 1.628 -2.552 0.07
H -2.065 -3.218 1.587 0.10
H -3.976 -4.249 0.361 0.11
H -3.681 -4.930 -1.941 0.11
H 0.227 -3.650 -1.996 0.11
Na -2.247 3.212 -1.777 0.70


No. 2
54
Properties=species:S:1:pos:R:3:lowdin_charge:R:1 method="wB97M-V/def2-TZVPD" e_above_lowest_kj_mol=10.5 smiles="CC(C)c1ccc(NC(=O)CCCC(=O)NCCc2ccccc2)cc1" total_charge=0
C 6.660 0.537 1.094 -0.07
C 5.647 -0.598 0.936 -0.39
C 6.207 -1.705 0.040 -0.07
C 4.340 -0.075 0.395 -0.22
C 4.263 0.514 -0.863 -0.03
C 3.065 0.994 -1.349 -0.02
C 1.902 0.903 -0.587 -0.22
N 0.718 1.408 -1.143 0.13
C -0.530 1.464 -0.607 -0.44
O -0.808 1.067 0.506 0.05
C -1.541 2.090 -1.558 -0.10
C -2.983 1.754 -1.179 -0.16
C -3.469 2.490 0.081 -0.09
C -4.278 1.522 0.933 -0.51
O -5.493 1.489 0.945 0.05
N -3.498 0.695 1.656 0.07
C -4.026 -0.455 2.349 -0.17
C -3.280 -1.734 1.944 -0.13
C -3.136 -1.836 0.451 -0.24
C -4.258 -1.932 -0.365 -0.04
C -4.125 -1.977 -1.741 -0.08
C -2.868 -1.930 -2.322 -0.10
C -1.745 -1.843 -1.518 -0.09
C -1.880 -1.796 -0.141 -0.06
C 1.967 0.316 0.671 -0.01
C 3.175 -0.163 1.144 -0.02
H 7.578 0.162 1.541 0.08
H 6.257 1.318 1.735 0.08
H 6.903 0.976 0.130 0.07
H 5.457 -1.026 1.927 0.13
H 6.450 -1.319 -0.947 0.07
H 5.479 -2.505 -0.074 0.08
H 7.112 -2.120 0.477 0.08
H 5.147 0.601 -1.475 0.11
H 3.026 1.448 -2.331 0.11
H 0.831 1.787 -2.073 0.14
H -1.340 1.731 -2.570 0.12
H -1.392 3.174 -1.548 0.13
H -3.048 0.676 -1.023 0.09
H -3.637 1.998 -2.018 0.12
H -4.097 3.340 -0.186 0.12
H -2.620 2.846 0.663 0.11
H -2.496 0.736 1.509 0.11
H -5.087 -0.515 2.090 0.11
H -3.944 -0.313 3.434 0.12
H -3.830 -2.595 2.331 0.12
H -2.288 -1.729 2.401 0.11
H -5.241 -1.963 0.079 0.12
H -5.005 -2.046 -2.364 0.10
H -2.766 -1.962 -3.397 0.10
H -0.760 -1.808 -1.961 0.10
H -0.998 -1.720 0.479 0.11
H 1.078 0.242 1.274 0.10
H 3.207 -0.615 2.125 0.11


No. 3
60
Properties=species:S:1:pos:R:3:lowdin_charge:R:1 method="wB97M-V/def2-TZVPD" e_above_lowest_kj_mol=9.3 smiles="CCOC(=O)c1c(C)[nH]c(C)c1C(=O)COC(=O)c1ccc(S(=O)(=O)N(CC)CC)cc1" total_charge=0
C -0.177 3.960 3.317 -0.06
C -0.820 3.334 2.088 -0.22
O 0.109 2.532 1.361 -0.03
C 0.925 3.176 0.505 -0.43
O 0.879 4.369 0.319 0.12
C 1.857 2.262 -0.155 -0.04
C 2.324 1.046 0.305 -0.22
C 2.032 0.268 1.534 0.01
N 3.251 0.606 -0.591 0.15
C 3.418 1.499 -1.605 -0.23
C 4.326 1.238 -2.748 0.00
C 2.555 2.552 -1.379 -0.06
C 2.352 3.658 -2.318 -0.31
O 3.248 4.205 -2.915 0.11
C 0.893 4.052 -2.582 -0.06
O -0.012 3.043 -2.165 0.00
C 0.163 1.840 -2.725 -0.45
O 0.794 1.643 -3.734 0.14
C -0.415 0.761 -1.879 -0.10
C -1.336 1.025 -0.871 0.01
C -1.657 0.031 0.036 -0.03
C -1.057 -1.209 -0.078 -0.28
S -1.248 -2.435 1.216 0.66
O 0.071 -2.727 1.702 -0.28
O -2.223 -1.964 2.160 -0.28
N -1.767 -3.755 0.346 -0.27
C -3.079 -3.611 -0.241 -0.25
C -4.259 -3.834 0.702 -0.07
C -1.283 -5.052 0.778 -0.24
C -1.657 -5.427 2.210 -0.07
C -0.180 -1.500 -1.107 -0.04
C 0.137 -0.512 -2.017 0.01
H 0.237 3.188 3.961 0.08
H 0.621 4.634 3.014 0.08
H -0.922 4.524 3.872 0.08
H -1.623 2.649 2.369 0.12
H -1.206 4.117 1.427 0.12
H 1.519 -0.666 1.302 0.06
H 1.395 0.844 2.196 0.08
H 2.959 0.022 2.053 0.09
H 3.753 -0.264 -0.505 0.17
H 3.882 0.509 -3.427 0.09
H 5.282 0.850 -2.399 0.08
H 4.493 2.161 -3.294 0.08
H 0.788 4.263 -3.652 0.14
H 0.647 4.938 -1.994 0.14
H -1.772 2.008 -0.791 0.13
H -2.341 0.201 0.852 0.12
H -3.114 -2.587 -0.625 0.11
H -3.140 -4.295 -1.095 0.12
H -4.356 -4.883 0.968 0.07
H -4.118 -3.244 1.603 0.06
H -5.178 -3.520 0.212 0.08
H -1.652 -5.797 0.068 0.13
H -0.193 -5.004 0.705 0.11
H -1.324 -4.641 2.882 0.07
H -2.729 -5.553 2.326 0.06
H -1.165 -6.357 2.483 0.08
H 0.256 -2.484 -1.157 0.12
H 0.836 -0.686 -2.821 0.12


No. 4
60
Properties=species:S:1:pos:R:3:lowdin_charge:R:1 method="wB97M-V/def2-TZVPD" e_above_lowest_kj_mol=129.1 total_charge=+2
Pd -0.639 -0.937 0.556 0.59
C 0.504 -2.147 3.217 -0.15
C -0.683 -2.979 2.772 -0.14
N -1.691 -2.171 2.034 -0.12
C -2.675 -1.407 2.832 -0.21
C -2.088 -0.160 3.469 -0.37
S -1.088 0.822 2.285 0.92
C 0.542 0.907 3.124 -0.37
C 1.583 -0.027 2.514 -0.24
N 1.000 -1.319 2.091 -0.16
H 0.227 -1.483 4.031 0.10
H 1.297 -2.792 3.598 0.15
H -0.346 -3.756 2.082 0.13
H -1.149 -3.464 3.634 0.14
H -2.215 -2.809 1.442 0.12
H -3.480 -1.135 2.148 0.13
H -3.101 -2.040 3.618 0.14
H -2.896 0.493 3.800 0.10
H -1.470 -0.375 4.335 0.08
H 0.879 1.939 3.030 0.08
H 0.365 0.722 4.182 0.09
H 2.013 0.438 1.625 0.09
H 2.392 -0.192 3.233 0.14
H 1.719 -1.830 1.578 0.10
Se 1.170 -0.845 -1.072 0.68
P 0.541 1.211 -1.528 0.36
Se -1.546 0.688 -1.004 0.63
C 1.264 2.465 -0.478 -0.43
C 0.475 3.245 0.363 -0.13
C 1.076 4.223 1.145 -0.06
C 2.450 4.407 1.090 -0.04
C 3.235 3.628 0.245 -0.04
C 2.646 2.659 -0.548 -0.08
C 0.787 1.679 -3.225 -0.41
C 0.450 2.985 -3.593 -0.07
C 0.616 3.379 -4.908 -0.04
C 1.133 2.487 -5.840 -0.03
C 1.477 1.194 -5.469 -0.04
C 1.294 0.778 -4.160 -0.09
H -0.600 3.108 0.390 0.07
H 0.468 4.850 1.783 0.12
H 2.915 5.171 1.698 0.12
H 4.303 3.788 0.196 0.12
H 3.256 2.066 -1.219 0.12
H 0.075 3.690 -2.861 0.12
H 0.354 4.385 -5.206 0.12
H 1.271 2.804 -6.864 0.12
H 1.882 0.508 -6.199 0.12
H 1.539 -0.239 -3.879 0.08
O 0.462 -3.681 -0.496 0.01
C -0.649 -3.468 -0.936 -0.55
C -1.528 -4.360 -1.791 -0.04
C -2.863 -3.603 -1.901 -0.04
C -2.664 -2.345 -1.081 -0.53
O -3.458 -1.509 -0.732 0.01
N -1.339 -2.315 -0.695 -0.10
H -1.617 -5.332 -1.306 0.14
H -1.031 -4.532 -2.745 0.14
H -3.712 -4.147 -1.488 0.14
H -3.134 -3.321 -2.918 0.14


No. 5
58
Properties=species:S:1:pos:R:3:lowdin_charge:R:1 method="wB97M-V/def2-TZVPD" e_above_lowest_kj_mol=0.0 smiles="CCOc1ccc(N(CC(=O)NC(C)C)C(=O)CCC(=O)Nc2ccccn2)cc1" total_charge=0
C 2.158 -2.141 -4.780 -0.05
C 2.006 -1.448 -3.435 -0.26
O 0.622 -1.263 -3.203 -0.05
C 0.223 -0.636 -2.071 -0.27
C 1.072 -0.160 -1.076 0.01
C 0.548 0.463 0.042 0.00
C -0.821 0.605 0.196 -0.24
N -1.358 1.280 1.326 0.01
C -1.903 2.606 1.061 -0.03
C -0.780 3.655 1.038 -0.47
O -0.399 4.179 0.011 0.06
N -0.281 3.897 2.258 0.09
C 0.860 4.757 2.503 -0.41
C 2.086 3.908 2.838 -0.05
C 0.531 5.727 3.633 -0.06
C -1.195 0.888 2.609 -0.44
O -1.455 1.639 3.540 0.04
C -0.724 -0.529 2.867 -0.07
C -1.511 -1.610 2.113 -0.08
C -0.636 -2.315 1.084 -0.47
O 0.568 -2.372 1.178 0.07
N -1.354 -2.906 0.088 0.15
C -0.884 -3.572 -1.041 -0.30
C 0.443 -3.958 -1.220 0.00
C 0.767 -4.617 -2.392 -0.07
C -0.222 -4.864 -3.333 -0.08
C -1.509 -4.440 -3.050 -0.14
N -1.837 -3.815 -1.934 0.12
C -1.670 0.146 -0.806 -0.01
C -1.156 -0.467 -1.926 0.00
H 1.735 -1.521 -5.565 0.08
H 1.629 -3.090 -4.766 0.06
H 3.209 -2.316 -4.989 0.08
H 2.518 -0.476 -3.450 0.13
H 2.440 -2.064 -2.636 0.12
H 2.141 -0.264 -1.159 0.11
H 1.215 0.842 0.802 0.13
H -2.621 2.846 1.850 0.13
H -2.394 2.597 0.087 0.13
H -0.644 3.364 3.042 0.11
H 1.035 5.306 1.572 0.14
H 2.320 3.244 2.008 0.07
H 1.895 3.306 3.725 0.08
H 2.947 4.544 3.025 0.08
H -0.346 6.317 3.381 0.08
H 1.366 6.401 3.805 0.08
H 0.330 5.178 4.551 0.08
H 0.330 -0.622 2.591 0.12
H -0.796 -0.676 3.945 0.12
H -1.840 -2.379 2.817 0.13
H -2.400 -1.195 1.639 0.12
H -2.353 -2.756 0.049 0.15
H 1.179 -3.740 -0.466 0.10
H 1.784 -4.937 -2.568 0.11
H -0.002 -5.375 -4.257 0.10
H -2.323 -4.605 -3.743 0.11
H -2.739 0.270 -0.704 0.13
H -1.802 -0.837 -2.705 0.12


No. 6
60
Properties=species:S:1:pos:R:3:lowdin_charge:R:1 method="wB97M-V/def2-TZVPD" e_above_lowest_kj_mol=66.8 smiles="CCC(C)(C)NC(=O)CN(Cc1ccc2c(c1)OCO2)C(=O)CCC(=O)Nc1nccs1" total_charge=0
C -4.715 -2.346 2.064 -0.09
C -3.380 -2.909 1.591 -0.19
C -2.160 -2.055 1.983 -0.54
C -2.037 -1.908 3.498 -0.03
C -0.891 -2.705 1.419 -0.03
N -2.305 -0.709 1.432 0.13
C -2.471 -0.405 0.138 -0.48
O -2.478 -1.190 -0.788 0.07
C -2.705 1.105 -0.084 -0.03
N -1.516 1.931 0.061 -0.03
C -0.749 2.142 -1.143 -0.09
C 0.134 0.971 -1.514 -0.19
C 0.550 0.043 -0.576 -0.06
C 1.393 -1.017 -0.907 0.02
C 1.805 -1.103 -2.212 -0.21
C 1.398 -0.166 -3.163 -0.21
C 0.564 0.873 -2.842 0.04
O 1.964 -0.472 -4.371 0.03
C 2.723 -1.642 -4.156 -0.16
O 2.630 -2.022 -2.801 0.04
C -1.176 2.328 1.304 -0.44
O -1.787 1.916 2.286 0.03
C -0.059 3.342 1.506 -0.07
C 1.310 2.685 1.740 -0.07
C 2.111 2.563 0.462 -0.49
O 2.004 3.327 -0.475 -0.02
N 3.014 1.544 0.443 0.12
C 3.749 1.244 -0.680 -0.59
N 4.530 0.221 -0.755 0.06
C 5.098 0.143 -1.983 -0.25
C 4.748 1.125 -2.849 -0.38
S 3.642 2.227 -2.112 1.11
H -4.795 -2.367 3.148 0.07
H -4.839 -1.320 1.725 0.07
H -5.529 -2.939 1.654 0.07
H -3.392 -2.984 0.503 0.11
H -3.244 -3.913 1.998 0.12
H -1.984 -2.887 3.966 0.09
H -2.889 -1.371 3.906 0.08
H -1.134 -1.355 3.751 0.08
H -0.799 -3.726 1.781 0.09
H -0.011 -2.146 1.730 0.07
H -0.935 -2.717 0.334 0.08
H -2.286 0.067 2.087 0.11
H -3.447 1.452 0.642 0.14
H -3.093 1.233 -1.095 0.13
H -1.446 2.332 -1.965 0.14
H -0.115 3.026 -1.043 0.11
H 0.207 0.127 0.444 0.11
H 1.712 -1.740 -0.176 0.12
H 0.260 1.592 -3.584 0.13
H 2.338 -2.454 -4.794 0.14
H 3.778 -1.448 -4.411 0.13
H 0.017 4.047 0.679 0.11
H -0.342 3.892 2.405 0.13
H 1.896 3.319 2.412 0.13
H 1.194 1.713 2.220 0.12
H 3.103 0.893 1.210 0.16
H 5.770 -0.673 -2.181 0.11
H 5.067 1.267 -3.861 0.06


no.,frontier orbital gap (eV)
1,7.151
2,9.090
3,8.266
4,6.684
5,9.187
6,8.555